(1)
The following is a quantum chemistry calculation of 2 unconnected molecules or ions with the total composition C39H44N2O4, from the Open Molecules 2025 dataset.

Structure (ORCA input):
```
! wB97M-V def2-TZVPD RIJCOSX def2/J DEFGRID3
* xyz 0 1
C -2.959 0.731 4.477
C -1.546 0.352 4.126
O -1.269 0.950 2.823
C 0.059 1.009 2.510
C 0.250 1.576 1.156
C 1.588 1.618 0.624
O 2.493 0.835 0.957
C 1.957 2.705 -0.400
C 1.426 2.509 -1.817
C -0.007 2.989 -2.062
C -1.110 2.008 -1.624
C -1.749 2.321 -0.282
C -0.748 2.646 0.833
O 0.904 0.664 3.335
H -3.275 0.234 5.396
H -3.035 1.808 4.651
H -3.661 0.456 3.684
H -0.832 0.730 4.872
H -1.430 -0.736 4.025
H 1.682 3.693 0.000
H 3.055 2.693 -0.456
H 2.081 3.098 -2.478
H 1.553 1.457 -2.124
H -0.154 3.970 -1.593
H -0.114 3.146 -3.145
H -1.901 2.025 -2.389
H -0.727 0.977 -1.606
H -2.433 3.179 -0.368
H -2.349 1.461 0.044
H -1.327 2.832 1.749
H -0.217 3.580 0.600
C 6.386 -4.435 2.897
N 5.090 -3.959 3.313
C 4.738 -3.810 4.633
O 5.413 -4.196 5.582
C 3.384 -3.104 4.669
C 3.443 -1.809 5.476
C 4.384 -0.829 4.824
C 5.736 -0.816 5.191
C 6.631 0.016 4.521
C 6.187 0.844 3.486
C 4.826 0.864 3.153
C 3.932 0.075 3.869
N 3.098 -2.909 3.240
C 2.039 -2.243 2.757
C 1.971 -1.762 1.459
C 0.780 -1.317 0.898
C 0.551 -1.388 -0.521
C -0.687 -1.886 -0.991
C -0.851 -2.214 -2.330
C 0.164 -1.918 -3.254
C 1.371 -1.359 -2.819
C 1.573 -1.110 -1.463
C 4.175 -3.379 2.348
C 3.682 -4.376 1.343
C 3.710 -5.696 1.612
C 3.286 -6.748 0.704
C 2.996 -8.031 1.221
C 2.581 -9.055 0.378
C 2.463 -8.834 -1.000
C 2.760 -7.570 -1.524
C 3.156 -6.527 -0.686
H 6.885 -4.901 3.749
H 6.271 -5.168 2.094
H 7.001 -3.603 2.522
H 2.651 -3.820 5.081
H 2.428 -1.400 5.557
H 3.815 -2.080 6.474
H 6.073 -1.487 5.985
H 7.687 0.007 4.806
H 6.885 1.483 2.942
H 4.437 1.480 2.343
H 2.867 0.146 3.647
H 1.221 -2.051 3.454
H 2.896 -1.707 0.875
H -0.094 -1.223 1.548
H -1.455 -2.100 -0.245
H -1.769 -2.711 -2.645
H 0.033 -2.163 -4.310
H 2.174 -1.132 -3.532
H 2.533 -0.715 -1.104
H 4.639 -2.514 1.835
H 3.156 -3.965 0.469
H 4.018 -6.016 2.615
H 3.089 -8.182 2.298
H 2.336 -10.027 0.803
H 2.140 -9.643 -1.654
H 2.666 -7.396 -2.594
H 3.376 -5.536 -1.092
*
```

Values from the calculation:
- HOMO-LUMO gap (eV) = 5.301
- E_HOMO (eV) = -6.65

***

(2)
The following is a quantum chemistry calculation of a molecular structure, C39H45Cl3KN5O3P, from the Open Molecules 2025 dataset.

Structure (ORCA input):
```
! wB97M-V def2-TZVPD RIJCOSX def2/J DEFGRID3
* xyz -1 1
K -0.368 0.257 0.248
C -2.947 1.902 1.395
N -2.684 2.076 -0.028
C -3.719 1.458 -0.825
C -2.349 3.423 -0.355
C -3.187 4.224 -1.115
C -2.862 5.543 -1.424
C -1.675 6.064 -0.938
C -0.823 5.280 -0.177
C -1.107 3.933 0.128
N -0.219 3.093 0.735
C 0.679 3.563 1.634
C 0.377 4.546 2.604
C 1.246 4.877 3.628
C 2.484 4.258 3.724
C 2.848 3.336 2.738
C 1.994 2.994 1.699
N 2.382 2.082 0.677
C 2.368 2.698 -0.652
C 3.644 1.408 0.885
H -3.886 2.395 1.695
H -2.119 2.308 1.972
H -3.025 0.838 1.627
H -4.727 1.859 -0.623
H -3.738 0.388 -0.600
H -3.501 1.578 -1.886
H -4.122 3.817 -1.480
H -3.530 6.143 -2.028
H -1.393 7.087 -1.166
H 0.118 5.693 0.166
H -0.600 5.013 2.556
H 0.946 5.614 4.366
H 3.177 4.507 4.518
H 3.840 2.902 2.780
H 3.178 3.438 -0.753
H 1.410 3.181 -0.821
H 2.513 1.931 -1.415
H 4.506 2.097 0.877
H 3.791 0.683 0.086
H 3.647 0.867 1.832
Cl 1.053 -2.467 -6.844
C 0.586 -2.207 -5.179
C 0.693 -3.245 -4.269
C 0.339 -3.028 -2.954
Cl 0.507 -4.333 -1.814
C -0.126 -1.778 -2.444
O -0.391 -1.552 -1.231
C -0.212 -0.773 -3.456
Cl -0.700 0.814 -2.916
C 0.131 -0.961 -4.777
H 1.058 -4.214 -4.577
H 0.056 -0.144 -5.482
C -3.957 -1.848 1.845
P -2.197 -2.143 1.353
C -1.631 -2.927 2.912
C -2.482 -3.583 0.259
C -2.918 -3.305 -1.037
C -3.170 -4.324 -1.938
C -2.970 -5.647 -1.565
C -2.519 -5.936 -0.288
C -2.278 -4.910 0.619
H -4.434 -2.763 2.203
H -4.522 -1.465 0.994
H -3.981 -1.096 2.635
H -2.305 -3.710 3.266
H -1.565 -2.131 3.654
H -0.628 -3.337 2.783
H -3.025 -2.272 -1.350
H -3.498 -4.085 -2.943
H -3.148 -6.446 -2.274
H -2.345 -6.964 0.007
H -1.923 -5.159 1.612
C 2.854 -3.641 1.009
C 2.588 -2.323 0.329
O 2.002 -1.435 0.917
C 3.054 -2.137 -1.073
C 2.714 -0.960 -1.735
C 3.109 -0.746 -3.043
C 3.845 -1.718 -3.706
C 4.188 -2.896 -3.056
C 3.797 -3.106 -1.744
H 2.449 -3.605 2.017
H 3.925 -3.846 1.047
H 2.375 -4.444 0.446
H 2.077 -0.257 -1.218
H 2.811 0.160 -3.556
H 4.131 -1.567 -4.739
H 4.748 -3.660 -3.580
H 4.053 -4.036 -1.255
N 0.137 1.900 4.464
C 0.252 0.782 3.667
N 1.528 0.329 3.470
O -0.728 0.204 3.210
H 0.881 2.584 4.383
H -0.772 2.324 4.361
H 2.272 0.997 3.589
H 1.643 -0.324 2.706
*
```

Values from the calculation:
- HOMO-LUMO gap (eV) = 5.701
- E_HOMO (eV) = -3.56

***

(3)
The following is a quantum chemistry calculation of a molecular structure, C39H45N5P2Pt, from the Open Molecules 2025 dataset.

Structure (ORCA input):
```
! wB97M-V def2-TZVPD RIJCOSX def2/J DEFGRID3
* xyz 2 5
Pt 0.428 -2.090 1.772
C -0.884 3.260 2.865
C -1.576 2.490 1.999
C -1.134 2.042 0.648
C 0.205 1.278 0.585
C 1.440 2.112 0.336
C 1.694 3.315 0.874
C 0.714 4.386 1.165
C 0.062 4.372 2.561
C 2.383 -2.214 2.171
H -1.088 3.147 3.948
H -2.600 2.167 2.239
H -1.099 2.868 -0.067
H -1.912 1.357 0.272
H 0.322 0.688 1.510
H 0.110 0.515 -0.211
H 2.251 1.520 -0.106
H 2.740 3.578 1.069
H -0.086 4.400 0.420
H 1.265 5.332 1.089
H 0.836 4.288 3.336
H -0.347 5.395 2.706
H 2.502 -2.086 3.249
H 2.941 -1.439 1.639
H 2.730 -3.202 1.866
P 1.965 -1.157 -1.771
P -1.933 -0.374 -1.945
N 3.254 0.005 -2.327
N 2.515 -2.358 -2.998
N -1.913 1.183 -2.833
N -3.323 -0.925 -3.011
C 0.719 -0.375 -2.872
C -0.602 -1.159 -2.930
C 4.506 0.015 -1.696
C 5.380 0.816 -2.436
C 4.657 1.304 -3.575
C 3.358 0.785 -3.485
C 2.981 -3.622 -2.631
C 3.311 -4.329 -3.775
C 3.069 -3.473 -4.899
C 2.607 -2.257 -4.393
C -2.388 2.379 -2.274
C -2.086 3.438 -3.119
C -1.437 2.883 -4.271
C -1.368 1.509 -4.079
C -4.029 -0.300 -4.051
C -4.901 -1.224 -4.633
C -4.716 -2.465 -3.939
C -3.741 -2.262 -2.974
H 1.080 -0.278 -3.904
H 0.595 0.654 -2.506
H -0.929 -1.280 -3.976
H -0.489 -2.174 -2.515
H 4.652 -0.539 -0.786
H 6.410 1.023 -2.196
H 5.021 1.942 -4.362
H 2.531 0.944 -4.155
H 3.022 -3.882 -1.579
H 3.681 -5.345 -3.811
H 3.209 -3.709 -5.943
H 2.334 -1.356 -4.927
H -2.928 2.371 -1.337
H -2.298 4.479 -2.935
H -1.065 3.422 -5.130
H -0.975 0.738 -4.736
H -3.868 0.739 -4.296
H -5.573 -1.025 -5.453
H -5.240 -3.393 -4.131
H -3.306 -2.938 -2.250
C 1.027 1.727 5.816
C 1.613 1.441 4.583
C 1.225 0.316 3.850
C 0.211 -0.524 4.358
C -0.244 -0.320 5.688
C 0.099 0.834 6.374
N -0.343 -1.529 3.531
C -1.525 -2.202 3.927
C -1.632 -3.589 3.759
C -2.764 -4.248 4.250
C -3.819 -3.511 4.820
C -3.721 -2.123 4.946
C -2.603 -1.456 4.481
H 1.299 2.618 6.382
H 2.387 2.098 4.185
H 1.728 0.034 2.931
H -0.875 -1.095 6.152
H -0.358 1.024 7.347
H -0.799 -4.107 3.272
H -2.788 -5.338 4.167
H -4.719 -4.035 5.144
H -4.538 -1.555 5.408
H -2.509 -0.366 4.537
*
```

Values from the calculation:
- HOMO-LUMO gap (alpha / beta) (eV) = 5.715 / 3.172
- E_HOMO (alpha / beta) (eV) = -10.76 / -12.24

***

Please write out number 2 again, unchanged.
The following is a quantum chemistry calculation of a molecular structure, C39H45Cl3KN5O3P, from the Open Molecules 2025 dataset.

Structure (ORCA input):
```
! wB97M-V def2-TZVPD RIJCOSX def2/J DEFGRID3
* xyz -1 1
K -0.368 0.257 0.248
C -2.947 1.902 1.395
N -2.684 2.076 -0.028
C -3.719 1.458 -0.825
C -2.349 3.423 -0.355
C -3.187 4.224 -1.115
C -2.862 5.543 -1.424
C -1.675 6.064 -0.938
C -0.823 5.280 -0.177
C -1.107 3.933 0.128
N -0.219 3.093 0.735
C 0.679 3.563 1.634
C 0.377 4.546 2.604
C 1.246 4.877 3.628
C 2.484 4.258 3.724
C 2.848 3.336 2.738
C 1.994 2.994 1.699
N 2.382 2.082 0.677
C 2.368 2.698 -0.652
C 3.644 1.408 0.885
H -3.886 2.395 1.695
H -2.119 2.308 1.972
H -3.025 0.838 1.627
H -4.727 1.859 -0.623
H -3.738 0.388 -0.600
H -3.501 1.578 -1.886
H -4.122 3.817 -1.480
H -3.530 6.143 -2.028
H -1.393 7.087 -1.166
H 0.118 5.693 0.166
H -0.600 5.013 2.556
H 0.946 5.614 4.366
H 3.177 4.507 4.518
H 3.840 2.902 2.780
H 3.178 3.438 -0.753
H 1.410 3.181 -0.821
H 2.513 1.931 -1.415
H 4.506 2.097 0.877
H 3.791 0.683 0.086
H 3.647 0.867 1.832
Cl 1.053 -2.467 -6.844
C 0.586 -2.207 -5.179
C 0.693 -3.245 -4.269
C 0.339 -3.028 -2.954
Cl 0.507 -4.333 -1.814
C -0.126 -1.778 -2.444
O -0.391 -1.552 -1.231
C -0.212 -0.773 -3.456
Cl -0.700 0.814 -2.916
C 0.131 -0.961 -4.777
H 1.058 -4.214 -4.577
H 0.056 -0.144 -5.482
C -3.957 -1.848 1.845
P -2.197 -2.143 1.353
C -1.631 -2.927 2.912
C -2.482 -3.583 0.259
C -2.918 -3.305 -1.037
C -3.170 -4.324 -1.938
C -2.970 -5.647 -1.565
C -2.519 -5.936 -0.288
C -2.278 -4.910 0.619
H -4.434 -2.763 2.203
H -4.522 -1.465 0.994
H -3.981 -1.096 2.635
H -2.305 -3.710 3.266
H -1.565 -2.131 3.654
H -0.628 -3.337 2.783
H -3.025 -2.272 -1.350
H -3.498 -4.085 -2.943
H -3.148 -6.446 -2.274
H -2.345 -6.964 0.007
H -1.923 -5.159 1.612
C 2.854 -3.641 1.009
C 2.588 -2.323 0.329
O 2.002 -1.435 0.917
C 3.054 -2.137 -1.073
C 2.714 -0.960 -1.735
C 3.109 -0.746 -3.043
C 3.845 -1.718 -3.706
C 4.188 -2.896 -3.056
C 3.797 -3.106 -1.744
H 2.449 -3.605 2.017
H 3.925 -3.846 1.047
H 2.375 -4.444 0.446
H 2.077 -0.257 -1.218
H 2.811 0.160 -3.556
H 4.131 -1.567 -4.739
H 4.748 -3.660 -3.580
H 4.053 -4.036 -1.255
N 0.137 1.900 4.464
C 0.252 0.782 3.667
N 1.528 0.329 3.470
O -0.728 0.204 3.210
H 0.881 2.584 4.383
H -0.772 2.324 4.361
H 2.272 0.997 3.589
H 1.643 -0.324 2.706
*
```

Values from the calculation:
- HOMO-LUMO gap (eV) = 5.701
- E_HOMO (eV) = -3.56